No. 1
Density functional theory data (ωB97M-V/def2-TZVPD) for a structure of composition C20H34F6NO5PPtS2.

Structure (XYZ):
```
70
Properties=species:S:1:pos:R:3:forces:R:3
Pt 1.59561 -0.77161 1.57556 -0.78 6.46 -1.09
F 3.33541 -1.70691 6.05946 -0.65 -0.51 -1.34
C 3.15731 -2.41601 4.90806 2.34 -0.57 1.77
F 3.37401 -3.72611 5.22746 -0.62 1.33 -0.46
F 4.17681 -2.05591 4.07906 -0.97 0.07 0.54
S 1.50521 -2.14731 4.15006 -2.14 -0.11 4.16
O 1.57211 -0.81231 3.55586 0.71 -0.81 4.06
O 0.56681 -2.22131 5.27696 1.67 -0.38 -2.12
N 1.45671 -3.44261 3.23886 -0.19 0.57 -0.74
S 1.52551 -3.34971 1.65826 -1.82 -3.49 -0.29
O 1.46551 -4.68961 1.05386 0.75 2.42 1.47
O 0.65431 -2.40201 0.95956 -3.61 -7.91 3.97
C 3.24221 -2.81071 1.36766 3.05 -4.61 -2.02
F 3.62621 -2.97391 0.06706 -0.77 0.59 1.48
F 3.47571 -1.50941 1.67476 9.24 -5.04 4.93
F 4.12091 -3.55091 2.10876 -1.32 1.07 -1.02
O 0.67711 0.81929 0.92576 -1.58 3.37 -1.35
P -0.38089 0.90989 -0.14414 -0.44 0.01 -0.53
C -0.63049 -0.70321 -0.95124 0.18 -0.60 0.13
C 0.66431 -1.52881 -1.02384 0.45 1.25 -3.05
C 0.41991 -2.90621 -1.63014 -0.10 0.01 0.16
C -0.26069 -2.85301 -2.99674 -0.10 -0.38 -0.51
C -0.68029 -1.44891 -3.41264 0.19 0.04 -0.08
C -1.38989 -0.70091 -2.28744 -0.56 0.18 -0.40
C -1.97119 1.39419 0.60516 0.02 0.56 0.24
C -2.43789 0.42189 1.70906 0.04 -0.30 0.34
C -3.72139 -0.31801 1.35086 0.05 -0.16 -0.14
C -4.86919 0.64269 1.04516 -0.47 -0.19 0.15
C -4.42399 1.91509 0.32376 -0.03 0.28 0.04
C -3.08829 1.73429 -0.38724 0.01 0.06 -0.37
C 0.06491 2.16959 -1.38274 -0.19 0.28 -0.29
C 0.15731 3.59379 -0.79374 -0.04 0.25 0.19
C 1.57751 3.96899 -0.38984 0.11 -0.08 0.33
C 2.52771 3.96069 -1.58674 0.40 0.30 -0.06
C 2.09101 3.00269 -2.69374 -0.13 0.11 -0.13
C 1.35961 1.79279 -2.12874 0.22 -0.50 -0.03
H -1.27009 -1.24531 -0.24324 0.04 0.08 0.23
H 1.08201 -1.64991 -0.01754 0.38 1.80 -4.26
H 1.42441 -0.99901 -1.60654 -0.14 0.10 -0.41
H -0.20449 -3.49371 -0.94504 0.16 0.13 -0.06
H 1.37041 -3.44651 -1.71144 -0.10 0.09 0.13
H -1.14089 -3.50781 -2.98124 0.05 0.12 -0.09
H 0.41011 -3.26691 -3.75934 -0.17 0.07 0.02
H -1.33579 -1.50601 -4.28944 0.06 0.08 0.13
H 0.20471 -0.88481 -3.72854 -0.06 -0.01 0.06
H -2.37079 -1.16831 -2.12874 0.08 0.09 -0.06
H -1.59869 0.31479 -2.62774 -0.05 0.03 -0.06
H -1.73049 2.32439 1.13516 0.14 0.01 -0.16
H -2.61649 0.99349 2.62966 0.10 -0.11 -0.15
H -1.65029 -0.30011 1.94886 -0.01 0.06 0.07
H -4.01159 -0.98641 2.16946 0.12 0.07 -0.14
H -3.54249 -0.95781 0.47816 0.03 0.02 0.05
H -5.37539 0.92499 1.97676 0.07 -0.09 -0.12
H -5.61719 0.11569 0.44086 0.08 0.06 0.10
H -4.33549 2.73159 1.05126 0.07 -0.03 -0.12
H -5.19569 2.22109 -0.39204 0.18 0.03 0.09
H -2.83379 2.65149 -0.92974 0.01 -0.10 0.02
H -3.19139 0.94869 -1.13904 -0.02 -0.05 -0.02
H -0.75139 2.19659 -2.11214 -0.03 -0.13 0.04
H -0.50529 3.71029 0.06636 -0.04 0.01 -0.04
H -0.19169 4.31269 -1.54674 0.00 -0.14 0.07
H 1.93841 3.26479 0.36916 -0.15 0.03 -0.06
H 1.58821 4.96029 0.07766 -0.07 -0.17 -0.02
H 3.53231 3.69389 -1.23634 -0.12 0.03 -0.08
H 2.60891 4.97059 -2.00624 0.02 -0.11 0.06
H 2.96761 2.68269 -3.26824 -0.20 -0.02 0.03
H 1.43211 3.52819 -3.39634 0.04 -0.09 0.04
H 2.03771 1.25889 -1.45234 -0.03 0.05 0.00
H 1.12181 1.09879 -2.94034 0.01 -0.03 0.11
H 3.21501 -0.77161 1.00266 -3.38 4.55 -3.33
```
Positions in Å, forces in eV/Å.

Properties
LUMO level   -0.1471 eV
M   772.668 u
HOMO energy   -6.89 eV
Kohn-Sham gap   6.75 eV

=====

No. 2
Density functional theory data (ωB97M-V/def2-TZVPD) for an isolated molecule of C20H34N2O4.

Structure (XYZ):
```
60
Properties=species:S:1:pos:R:3:forces:R:3
C 6.15759 0.17420 -0.79569 -0.06 -0.08 0.31
H 5.54000 0.33560 -1.67712 -0.07 0.03 -0.13
H 6.67146 1.10438 -0.56245 0.08 0.11 -0.04
H 6.90383 -0.57986 -1.03544 0.11 -0.06 -0.08
C 5.29786 -0.27621 0.38203 -0.09 0.10 -0.42
C 4.58112 -1.58884 0.06525 0.18 0.00 0.39
C 3.72054 -2.05021 1.23727 -0.20 -0.09 -0.22
H 3.20237 -2.97249 0.97179 0.04 0.01 0.11
C 2.67968 -0.98255 1.59625 0.09 -0.25 0.21
C 1.61547 -0.95082 0.49882 0.18 0.19 0.25
O 1.17553 -1.97711 0.01363 -0.08 -0.40 -0.14
N 1.18884 0.26502 0.09978 -0.20 0.34 -0.02
H 1.42111 1.10077 0.61600 0.05 -0.12 0.05
C 0.08334 0.43105 -0.81916 0.12 0.15 -0.04
C -0.95497 1.27913 -0.07893 0.05 -0.27 -0.20
O -0.56056 2.20212 0.61788 0.25 0.24 0.15
N -2.26795 1.01425 -0.23227 -0.18 0.15 0.05
C -2.87464 -0.11553 -0.89554 0.00 -0.47 -0.07
H -3.68652 0.25898 -1.52869 0.13 -0.05 -0.07
C -3.46465 -1.07599 0.13816 -0.39 0.22 0.06
H -3.95155 -1.91067 -0.36666 -0.04 -0.05 0.03
H -2.68175 -1.46593 0.78915 0.05 -0.01 -0.01
C -4.49687 -0.33838 1.00663 0.69 0.10 0.09
C -3.84870 0.90671 1.63002 -0.29 -0.25 -0.33
C -3.23005 1.77786 0.53936 -0.03 0.31 0.35
H -4.01750 2.13027 -0.13406 0.05 0.04 0.03
H -2.70887 2.62969 0.97819 -0.15 -0.09 -0.13
H -3.08666 0.57523 2.33515 0.05 0.03 0.04
H -4.60608 1.47062 2.17484 -0.05 -0.02 0.04
O -5.60699 0.01669 0.19241 0.29 0.00 -0.17
C -6.78577 -0.39985 0.84313 -0.23 -0.11 0.43
H -7.51336 -0.69191 0.08606 -0.01 0.01 0.08
C -6.30122 -1.55697 1.71837 -0.28 -0.05 -0.35
H -6.86321 -1.67766 2.64378 -0.03 -0.02 -0.07
O -4.98543 -1.16932 2.04445 0.18 0.18 0.04
H -6.29659 -2.50136 1.15749 -0.05 0.07 0.08
H -7.19264 0.41477 1.45752 -0.01 -0.10 -0.07
H -2.15602 -0.63694 -1.52231 -0.07 0.09 -0.03
H -0.26065 -0.57456 -1.06722 0.00 0.15 0.00
C 0.55363 1.17119 -2.09135 -0.08 -0.23 -0.08
C -0.60538 1.42424 -3.05107 0.19 0.12 0.18
H -1.38911 2.00741 -2.57432 -0.15 0.07 -0.04
H -0.25038 1.97568 -3.91872 -0.02 0.03 -0.10
H -1.02880 0.48418 -3.39823 -0.08 -0.13 -0.07
C 1.65061 0.36944 -2.78609 -0.10 0.17 0.18
H 2.49158 0.20479 -2.11790 0.13 -0.05 0.02
H 2.00762 0.90115 -3.66505 0.05 0.03 -0.10
H 1.27046 -0.60132 -3.09651 -0.03 -0.14 -0.07
H 0.96142 2.13672 -1.77094 -0.03 -0.04 0.04
C 3.38924 0.33652 1.90444 -0.16 0.08 -0.20
C 4.26785 0.79500 0.74291 0.26 -0.11 0.30
H 3.65227 1.00402 -0.13382 0.01 0.06 -0.09
H 4.77987 1.72048 1.01754 -0.01 0.05 -0.06
H 2.67489 1.11685 2.17844 0.01 0.02 0.10
H 4.02595 0.17221 2.77849 -0.06 0.04 0.04
H 2.14380 -1.31342 2.49595 0.00 0.02 -0.10
H 4.35392 -2.24620 2.10538 0.00 0.00 0.05
H 3.94486 -1.45438 -0.81243 -0.01 0.01 -0.15
H 5.31611 -2.36072 -0.17327 -0.01 -0.02 -0.10
H 5.95004 -0.43804 1.24866 -0.02 -0.01 0.04
```
Positions in Å, forces in eV/Å.

Properties
LUMO level   0.7917 eV
Relative energy (zero: lowest compared OMol25 entry of this formula, charge and spin)   0.0 kcal/mol
M   366.502 u
HOMO energy   -9.26 eV
SMILES   CC(C)[C@@H](NC(=O)[C@H]1CC[C@@H](C)CC1)C(=O)N1CCC2(CC1)OCCO2
Kohn-Sham gap   10.05 eV

=====

No. 3
Density functional theory data (ωB97M-V/def2-TZVPD) for an isolated molecule of C20H34N6O2.

Structure (XYZ):
```
62
Properties=species:S:1:pos:R:3:forces:R:3
C 1.06337 -5.44864 1.23956 0.00 0.00 0.00
C 1.76073 -4.14609 1.49785 0.00 0.00 0.00
C 3.07803 -4.00956 1.37934 0.00 -0.01 0.00
C 3.81175 -2.71186 1.57289 0.00 0.01 -0.01
C 2.85520 -1.51696 1.51958 -0.01 0.00 0.00
C 3.58420 -0.27100 1.99435 0.00 0.01 -0.01
O 3.87008 -0.14400 3.17562 0.00 0.00 0.01
N 3.92790 0.67829 1.07047 0.01 0.01 0.00
C 4.56862 1.90119 1.51612 0.00 0.00 0.00
C 3.56527 0.61065 -0.33471 -0.01 -0.02 0.00
C 2.12106 1.03310 -0.59282 -0.01 -0.01 0.00
C 1.66479 0.73331 -2.02077 0.00 0.02 -0.01
C 2.17097 1.75197 -3.02828 0.00 0.00 0.00
N 0.21004 0.67426 -2.08550 0.01 0.01 0.01
C -0.45627 -0.40564 -1.59155 0.00 -0.01 -0.02
O 0.12018 -1.34310 -1.07324 0.00 0.00 0.01
C -1.93528 -0.33114 -1.70405 0.00 0.00 0.00
C -2.75783 0.76822 -1.71808 0.00 0.01 0.01
N -3.99686 0.25180 -1.79127 -0.01 0.00 -0.01
C -5.28289 0.92483 -1.75795 0.00 -0.01 -0.01
C -5.55363 1.55467 -0.39979 0.00 0.00 0.00
N -4.69028 2.69580 -0.13816 0.00 0.00 0.00
C -4.55198 2.93962 1.28860 0.00 0.00 0.00
C -5.16257 3.89140 -0.81536 0.00 0.00 0.00
N -3.94820 -1.08906 -1.82174 -0.01 0.00 0.01
N -2.71146 -1.44549 -1.76403 0.01 0.00 -0.01
C 1.64623 -1.79376 2.41337 0.00 0.00 0.00
C 0.87077 -2.99301 1.88093 0.00 0.00 0.00
H 0.31312 -5.32947 0.45331 0.00 0.00 0.00
H 1.76318 -6.22617 0.93387 0.00 0.00 0.00
H 0.53405 -5.79046 2.13306 0.00 0.00 0.00
H 3.67530 -4.87676 1.11220 0.00 0.00 0.00
H 4.33522 -2.70129 2.53425 0.00 0.00 0.00
H 4.58221 -2.60745 0.80157 0.00 0.00 0.00
H 2.48588 -1.41774 0.49829 0.00 -0.01 0.01
H 4.69636 1.85273 2.59257 0.00 0.00 0.00
H 5.54628 2.01773 1.04205 0.00 0.00 0.00
H 3.95562 2.77150 1.26589 0.00 0.00 0.00
H 4.26285 1.25359 -0.87592 0.00 0.00 0.00
H 3.72549 -0.39982 -0.71492 0.00 0.00 0.00
H 1.47984 0.47777 0.09254 0.00 0.00 0.00
H 1.98817 2.09763 -0.37452 0.00 0.00 0.00
H 2.03446 -0.26139 -2.28921 0.00 0.00 0.00
H 3.25862 1.81014 -3.00047 0.00 0.00 0.00
H 1.87598 1.48387 -4.04372 0.00 0.00 0.00
H 1.77900 2.74672 -2.80015 0.00 0.00 0.00
H -0.28419 1.33385 -2.66144 0.00 0.00 0.00
H -2.58701 1.82577 -1.62669 0.00 0.00 0.00
H -5.31404 1.66596 -2.55659 0.00 0.00 0.00
H -6.02248 0.15732 -1.97685 0.00 0.00 0.00
H -6.61977 1.82877 -0.34012 0.00 0.00 0.00
H -5.37246 0.79585 0.36333 0.00 0.00 0.00
H -3.87064 3.77443 1.45213 0.00 0.00 0.00
H -5.51280 3.18364 1.76916 0.00 0.00 0.00
H -4.13549 2.05860 1.77607 0.00 0.00 0.00
H -4.46213 4.70928 -0.64766 0.00 0.00 0.00
H -5.23016 3.72705 -1.89096 0.00 0.00 0.00
H -6.15536 4.20738 -0.45595 0.00 0.00 0.00
H 2.00256 -1.97586 3.42917 0.00 0.00 0.00
H 0.99709 -0.91480 2.45504 0.00 0.00 0.00
H 0.27988 -2.70309 1.00546 0.00 0.00 0.00
H 0.15343 -3.33513 2.63383 0.00 0.00 0.00
```
Positions in Å, forces in eV/Å.

Properties
LUMO level   0.3841 eV
Relative energy (zero: lowest compared OMol25 entry of this formula, charge and spin)   23.1 kcal/mol
M   390.532 u
HOMO energy   -8.37 eV
SMILES   CC1=CC[C@H](C(=O)N(C)CC[C@H](C)NC(=O)c2cn(CCN(C)C)nn2)CC1
Kohn-Sham gap   8.75 eV

=====

Calculated values (eV) of electronic energy for the records, taken in order: -83517.6150 -32463.8751 -34327.3647.
Calculated values (hartree/bohr) of F_max for the records, taken in order: 0.226 0.014 0.000.